Record 1
DFT (wB97M-V/def2-TZVPD) results for C23H26N11PPd as an isolated structure in a non-equilibrium geometry.

Properties
Max |F| (eV Å⁻¹): 1.35
Lowest unoccupied orbital energy (Ha): -0.0143
Frontier orbital gap (eV): 5.318
Highest occupied orbital energy (eV): -5.71

Last column: natural (NBO) charge in e.
Cartesian coordinates (Å):
Pd  -1.171140  -1.198590  -1.843755  0.1825
N  6.501060  -1.116390  5.260945  -0.3040
C  5.683260  -1.282490  4.474345  0.2771
C  4.683160  -1.421390  3.490345  -0.1916
C  3.741760  -2.450690  3.549245  -0.1566
C  2.751160  -2.523390  2.593145  -0.1805
C  2.698260  -1.595090  1.553945  -0.0553
C  3.656560  -0.585190  1.489445  -0.1599
C  4.629760  -0.482590  2.458145  -0.1664
C  1.615460  -1.652190  0.562045  0.1707
C  1.975360  -1.710190  -0.783155  -0.0190
C  3.293360  -1.889890  -1.311355  -0.2341
C  3.174560  -1.839390  -2.673155  -0.3262
C  1.802760  -1.602490  -2.940555  0.0147
N  1.099560  -1.531890  -1.832355  -0.5281
C  0.311560  -1.602390  1.084745  -0.0495
C  -0.032840  -1.250890  2.425045  -0.2807
C  -1.398940  -1.376190  2.522545  -0.3443
C  -1.836040  -1.818190  1.254045  -0.0395
N  -0.837840  -1.921790  0.392945  -0.5138
H  3.789860  -3.180390  4.343245  0.2296
H  1.999260  -3.297090  2.636145  0.2372
H  3.617460  0.128510  0.677145  0.2142
H  5.355360  0.317110  2.431245  0.2244
H  4.185660  -2.072290  -0.741355  0.2157
H  3.955960  -1.916690  -3.405455  0.2148
H  1.336760  -1.441790  -3.899055  0.2015
H  0.654860  -0.927890  3.187745  0.2144
H  -2.022140  -1.208090  3.381545  0.2148
H  -2.838740  -2.113790  0.989345  0.1951
C  0.278160  3.614810  -0.281255  -0.0477
N  0.268660  2.194710  0.241345  -0.3981
C  -0.990040  1.999410  1.079845  -0.0687
N  -2.151440  2.342510  0.353445  -0.4570
C  -2.071240  3.702910  -0.144855  -0.0627
N  -0.909940  3.901610  -0.995455  -0.4555
C  -1.028440  3.147610  -2.241055  -0.5421
P  -1.181140  1.250210  -2.035455  0.7872
C  0.302560  1.222310  -0.874055  -0.5952
C  -2.479240  1.380010  -0.688055  -0.5522
H  1.148360  3.735310  -0.933955  0.2158
H  0.367360  4.291410  0.578445  0.2072
H  1.079360  2.024210  0.840245  0.4238
H  -0.892340  2.650210  1.956145  0.2024
H  -1.029140  0.948510  1.396545  0.2681
H  -2.013440  4.394810  0.703245  0.1959
H  -2.969040  3.927410  -0.721255  0.2118
H  -0.150640  3.353210  -2.859955  0.2124
H  -1.904540  3.518710  -2.777555  0.2175
H  1.201160  1.387410  -1.475355  0.2348
H  0.342160  0.205110  -0.475555  0.3030
H  -2.595240  0.382410  -0.237855  0.2517
H  -3.439740  1.661010  -1.129355  0.2273
N  -5.789440  0.115110  -2.256655  -0.6216
N  -4.788040  -0.816390  -2.313555  0.1500
N  -4.785640  -1.901490  -1.580555  -0.2935
C  -3.627840  -2.460790  -1.914155  0.1035
N  -2.984740  -1.727390  -2.843355  -0.3071
N  -3.727740  -0.682690  -3.078555  -0.0771
H  -6.635440  -0.328990  -1.915055  0.3909
H  -5.924340  0.540410  -3.169155  0.3863
H  -3.294040  -3.409890  -1.534355  0.2315

Forces on the atoms, in the same order (eV/Å):
0.3 0.0 -0.5
0.2 0.0 0.3
0.5 0.1 0.5
-0.8 0.0 -0.7
0.2 0.1 0.0
0.0 0.1 -0.2
0.3 0.1 0.3
-0.2 0.0 0.0
0.2 -0.1 0.2
-0.3 -0.1 -0.7
0.2 0.0 0.3
0.1 -0.1 -0.1
0.3 0.1 0.0
-0.1 0.1 0.2
-0.5 0.1 -0.3
-0.2 0.1 0.3
0.1 0.1 0.1
0.0 0.0 0.2
0.1 0.0 0.0
0.0 -0.3 -0.3
0.0 0.0 0.1
0.0 -0.1 0.0
0.0 0.0 0.0
0.1 0.0 0.0
0.1 0.0 0.1
0.2 -0.1 -0.1
-0.1 0.0 -0.1
0.0 0.0 0.1
0.0 0.0 0.2
-0.2 0.1 -0.2
0.2 0.5 0.0
0.2 0.1 0.3
-0.3 -0.3 0.5
-0.3 0.3 0.3
-0.1 0.1 0.1
0.0 0.5 0.1
-0.1 -0.4 -0.2
0.2 -0.1 0.4
-0.2 -0.7 -0.7
0.0 -0.3 -0.3
0.0 -0.1 0.1
0.0 -0.2 0.0
-0.1 0.1 0.0
0.1 -0.1 -0.1
0.2 0.2 -0.1
0.0 -0.1 0.0
0.0 0.0 0.1
0.0 0.0 0.0
0.0 0.0 0.0
0.0 0.0 0.1
0.1 0.5 0.2
0.0 0.3 -0.1
0.0 -0.1 0.0
-0.4 0.8 0.2
0.9 -0.9 -0.3
-0.4 -0.1 0.4
-0.5 0.1 -0.2
0.3 -0.6 0.0
-0.9 0.8 -0.3
0.2 -0.1 -0.1
0.1 -0.3 0.1
0.1 0.1 0.0

=====

Record 2
DFT (wB97M-V/def2-TZVPD) results for a 2-piece molecular cluster, C5H15NO overall in a non-equilibrium geometry.

Properties
Max |F| (eV Å⁻¹): 1.28
Lowest unoccupied orbital energy (Ha): 0.0364
Frontier orbital gap (eV): 9.445
Energy above the lowest of the compared OMol25 structures with the same formula, charge and spin (kcal/mol): 21.7
Highest occupied orbital energy (eV): -8.45

Last column: natural (NBO) charge in e.
Cartesian coordinates (Å):
C  0.336652  1.947993  2.143635  -0.6134
C  0.162170  1.302457  0.758428  -0.4134
C  -0.372775  -0.112412  0.805703  -0.2149
N  -0.231780  -0.763674  -0.502757  -0.6455
C  -1.218167  -0.352086  -1.487319  -0.2169
C  -2.205574  -1.461030  -1.815241  -0.6192
H  1.113665  2.710920  2.100159  0.2140
H  0.488413  1.200515  2.910225  0.2045
H  -0.588236  2.469483  2.403909  0.2064
H  -0.549113  1.912136  0.202022  0.2007
H  1.044529  1.415613  0.124603  0.1908
H  -1.437754  -0.096359  1.074643  0.1671
H  0.173845  -0.716426  1.526484  0.1968
H  -0.097998  -1.762734  -0.493169  0.3700
H  -1.737296  0.525648  -1.123408  0.1816
H  -0.705165  -0.052885  -2.407832  0.1826
H  -2.881200  -1.210046  -2.625870  0.2106
H  -1.669718  -2.366306  -2.121348  0.2003
H  -2.829632  -1.724260  -0.957584  0.2012
O  3.054849  -0.527792  -0.146393  -0.9311
H  2.342892  0.074511  0.101102  0.4688
H  3.771633  -0.220958  0.419905  0.4592

Forces on the atoms, in the same order (eV/Å):
-0.7 0.3 -0.7
-0.3 0.8 0.1
0.1 -0.8 -1.0
0.2 0.6 0.1
0.2 -0.5 -0.5
-0.1 -0.3 0.1
0.1 -0.2 0.3
0.5 -0.1 0.2
0.1 0.0 0.1
-0.2 0.1 -0.1
0.3 -0.5 0.3
0.1 0.1 0.4
0.0 0.0 0.2
-0.1 0.0 0.3
-0.2 0.2 0.1
-0.1 0.1 0.0
-0.1 0.2 -0.2
0.0 0.1 0.0
0.1 0.0 0.1
0.1 0.3 0.4
-0.3 -0.3 -0.3
0.2 -0.2 -0.1